The following is a DFT calculation (the ωB97M-V functional and the def2-TZVPD basis) of C4H11NO2 as an isolated structure at a distorted geometry.

2S+1: 1
Charge: 0
DFT total energy: -9907.4580 eV

Positions of all 18 atoms, in Å:
H (-1.326, -1.740, -1.471)
N (0.552, 1.269, 1.591)
H (2.056, -0.949, 0.365)
H (-0.156, -0.490, -2.053)
H (2.666, 0.695, 0.112)
C (-0.341, -1.299, -1.357)
H (0.949, 0.564, 2.193)
H (2.093, -0.220, -1.327)
H (-2.731, -1.003, 0.245)
C (0.365, 0.954, 0.263)
C (-2.094, -0.133, 0.402)
H (-2.356, 0.679, -0.281)
C (1.970, -0.057, -0.258)
H (0.692, 2.250, 1.787)
H (0.489, -1.987, -1.273)
O (0.098, 1.805, -0.564)
O (-0.721, -0.507, 0.182)
H (-2.205, 0.169, 1.444)


The following is a DFT calculation (the ωB97M-V functional and the def2-TZVPD basis) of C33H41BrN4O8S2Sc as an isolated structure at a distorted geometry.

2S+1: 1
Charge: -1
DFT total energy: -169645.5691 eV

Positions of all 90 atoms, in Å:
N (3.675, -0.357, -2.855)
H (2.406, -4.113, 0.966)
H (-2.491, 3.491, 0.641)
Sc (-0.614, 0.441, -0.544)
C (0.937, 0.322, 1.129)
C (1.947, 0.734, 5.616)
C (-4.434, -2.684, -3.151)
H (0.625, -0.456, -3.697)
N (3.313, 2.047, -2.677)
H (2.261, -0.083, 6.256)
H (2.150, 2.228, 7.154)
C (-2.734, -1.785, 0.993)
H (2.703, -1.263, -4.469)
C (-3.258, -2.195, -2.593)
C (1.064, 0.517, -3.479)
C (1.201, 1.497, 3.436)
C (-3.169, -4.451, -4.211)
H (-2.054, -0.793, 3.361)
O (-2.375, 3.917, -1.495)
C (-4.371, -3.813, -3.948)
H (-4.585, 1.515, 1.582)
O (-1.454, -1.437, 1.478)
H (2.047, 2.829, -4.150)
C (-3.667, -0.602, 1.117)
C (-2.974, 2.949, 1.448)
O (-0.631, 3.271, -3.064)
C (-2.004, -3.944, -3.652)
H (-0.334, -1.154, 3.137)
H (-3.146, -5.326, -4.846)
H (-4.529, -0.746, 0.454)
H (5.111, 1.122, -3.218)
S (-1.521, 2.869, -1.999)
H (2.544, 1.769, -0.739)
H (-1.046, -4.412, -3.838)
C (1.466, 3.057, 5.288)
C (1.657, -2.107, 1.075)
C (1.883, 2.027, 6.123)
C (-3.755, 1.749, 0.912)
C (1.123, 2.786, 3.968)
O (-0.884, -1.337, -1.382)
H (0.661, -2.385, 0.746)
H (1.398, 4.071, 5.665)
H (4.716, -3.493, 1.621)
H (-3.060, 3.042, 4.110)
C (0.748, 1.305, 2.023)
N (1.526, 0.500, -2.060)
Br (-5.969, -4.499, -4.710)
C (1.610, 0.471, 4.295)
H (-5.381, -2.190, -2.976)
N (2.172, 0.757, -4.410)
C (4.270, 0.946, -2.543)
C (-2.511, 2.219, 3.634)
H (0.776, 3.589, 3.324)
H (-3.283, -1.300, -1.986)
H (-3.713, 3.613, 1.916)
O (0.305, -2.829, -2.556)
H (4.641, 0.925, -1.516)
C (-2.041, -2.820, -2.834)
C (3.943, -2.737, 1.554)
H (1.670, -0.547, 3.928)
H (-3.197, 1.367, 3.526)
H (-1.683, 1.923, 4.278)
C (3.248, -0.436, 1.696)
H (3.488, 0.607, 1.877)
H (-1.510, -2.491, 3.253)
C (4.238, -1.399, 1.803)
C (2.792, 2.039, -4.053)
H (3.618, 2.236, -4.741)
H (4.000, -0.130, -4.909)
H (2.915, -0.596, -0.927)
O (-0.625, 2.353, -0.817)
C (2.189, 1.796, -1.770)
H (1.461, 2.593, -1.876)
H (5.248, -1.104, 2.070)
C (-0.747, -2.313, -2.239)
H (0.077, 2.111, 1.727)
H (2.062, -1.524, -2.169)
H (-4.047, -0.494, 2.138)
H (0.319, 1.294, -3.602)
H (-3.151, -2.646, 1.529)
C (3.164, -0.303, -4.228)
C (1.931, -0.765, 1.344)
C (2.543, -0.576, -1.946)
H (-2.596, -2.060, -0.045)
O (-1.980, 2.614, 2.395)
H (-4.154, 1.992, -0.074)
C (-1.342, -1.473, 2.883)
O (-2.952, 0.575, 0.783)
S (-2.515, 1.177, -2.452)
C (2.648, -3.081, 1.191)


The following is a DFT calculation (the ωB97M-V functional and the def2-TZVPD basis) of one molecule with the formula C3H4N4O at a distorted geometry.

SMILES string: N/N=c1\cconn1
2S+1: 1
Charge: 0
DFT total energy: -11176.9145 eV

Positions of all 12 atoms, in Å:
H (3.162, -0.801, 0.464)
H (-2.272, 1.568, -0.364)
H (0.321, 1.726, -0.361)
N (-0.866, -1.655, -0.190)
N (1.346, -0.963, -0.021)
N (-2.063, -1.507, 0.129)
H (2.469, 0.911, 0.343)
N (2.314, -0.264, -0.010)
C (0.130, -0.502, -0.097)
C (-0.337, 0.869, 0.005)
O (-2.534, -0.167, 0.069)
C (-1.671, 0.785, 0.033)


The following is a DFT calculation (the ωB97M-V functional and the def2-TZVPD basis) of a 4-piece molecular cluster, C4H14O3 overall at a distorted geometry.

SMILES string: C=CCC.O.O.O
2S+1: 1
Charge: 0
DFT total energy: -10516.7283 eV

Positions of all 21 atoms, in Å:
C (0.657, -0.344, -1.422)
H (-0.946, -2.095, 0.486)
O (2.238, -2.667, 2.618)
H (0.457, 1.396, -0.144)
O (-2.857, 0.252, 2.026)
H (-0.073, -1.076, -1.766)
H (0.332, 3.965, -2.705)
C (-0.085, 0.944, -0.975)
H (1.078, -0.724, -0.494)
H (-1.091, 0.706, -0.626)
H (2.512, -2.779, 3.515)
H (-3.722, 0.162, 2.415)
H (2.782, -3.361, 2.224)
H (0.171, -2.290, 1.544)
C (-0.158, 1.978, -2.072)
H (0.731, 3.510, -0.972)
C (0.302, 3.217, -1.925)
H (-0.618, 1.705, -3.018)
H (1.341, -0.077, -2.220)
H (-2.387, -0.579, 2.173)
O (-0.662, -1.842, 1.339)